No. 1
A structure of composition C17H48BF7N4O9SV at a distorted geometry. Source: OMol25; level of theory: ωB97M-V/def2-TZVPD.

Geometry as XYZ:
```
88
Properties=species:S:1:pos:R:3:lowdin_charge:R:1
O 3.025 3.106 -2.152 -0.23
V 1.772 3.975 -1.859 1.07
O 2.109 5.444 -2.249 -0.22
B 0.692 0.471 -1.321 -1.17
F -0.458 0.160 -0.591 0.13
F 1.825 0.115 -0.589 0.13
F 0.661 -0.222 -2.570 0.09
F 0.729 1.900 -1.568 0.04
C 2.529 -4.969 -2.067 -0.02
C 1.788 -3.671 -2.356 -0.31
C 0.348 -3.751 -1.994 -0.20
O 0.292 -3.731 -0.595 -0.19
C -1.016 -3.578 -0.093 -0.07
N 2.410 -2.555 -1.568 0.23
H 1.954 -1.648 -1.756 0.12
H 2.115 -2.751 -0.593 0.15
H 3.429 -2.506 -1.554 0.19
H 2.105 -5.727 -2.725 0.10
H 2.345 -5.333 -1.052 0.10
H 3.608 -4.923 -2.206 0.10
H 2.020 -3.467 -3.400 0.16
H -0.097 -4.643 -2.449 0.15
H -0.192 -2.893 -2.435 0.12
H -1.023 -3.652 0.990 0.10
H -1.692 -4.353 -0.474 0.10
H -1.421 -2.603 -0.400 0.09
C -3.327 1.924 -4.804 -0.01
C -2.663 0.789 -4.035 -0.29
C -3.296 -0.552 -4.183 -0.23
O -2.610 -1.449 -3.373 -0.20
C -3.326 -2.706 -3.241 -0.03
N -1.182 0.674 -4.472 0.23
H -1.120 0.233 -5.398 0.18
H -0.768 1.598 -4.453 0.15
H -0.711 -0.005 -3.837 0.13
H -3.905 1.558 -5.654 0.10
H -2.615 2.625 -5.249 0.09
H -3.971 2.506 -4.150 0.10
H -2.491 1.095 -3.001 0.15
H -3.294 -0.865 -5.240 0.15
H -4.352 -0.455 -3.893 0.15
H -3.504 -3.117 -4.245 0.11
H -4.303 -2.532 -2.787 0.10
H -2.672 -3.394 -2.722 0.07
C 2.727 0.959 4.474 -0.02
C 2.902 0.163 3.210 -0.31
C 2.893 -1.298 3.460 -0.21
O 3.079 -1.951 2.230 -0.19
C 3.201 -3.371 2.376 -0.07
N 1.728 0.497 2.294 0.22
H 1.928 0.202 1.328 0.12
H 0.871 0.007 2.563 0.17
H 1.539 1.521 2.272 0.10
H 2.619 2.026 4.278 0.08
H 3.564 0.869 5.168 0.11
H 1.876 0.606 5.068 0.10
H 3.745 0.510 2.622 0.14
H 1.966 -1.629 3.946 0.15
H 3.751 -1.485 4.117 0.16
H 3.729 -3.775 1.513 0.08
H 2.213 -3.845 2.370 0.09
H 3.763 -3.632 3.273 0.10
C -1.267 3.090 3.124 -0.02
C -2.683 2.993 2.629 -0.32
C -2.907 1.990 1.533 -0.22
O -4.249 1.796 1.255 -0.16
C -4.790 0.571 1.721 -0.07
N -3.665 2.794 3.764 0.24
H -3.683 1.808 4.055 0.16
H -3.447 3.334 4.613 0.19
H -4.617 3.066 3.486 0.19
H -1.022 4.032 3.613 0.11
H -0.546 2.885 2.339 0.07
H -1.137 2.353 3.931 0.10
H -3.002 3.964 2.242 0.17
H -2.383 1.035 1.703 0.14
H -2.422 2.381 0.634 0.14
H -4.482 -0.238 1.051 0.10
H -5.874 0.616 1.690 0.11
H -4.464 0.330 2.739 0.08
C 4.310 3.075 1.373 -0.67
F 5.207 3.583 0.586 0.21
F 3.890 1.861 0.879 0.08
F 4.827 2.869 2.562 0.18
S 2.848 4.178 1.556 0.56
O 3.346 5.308 2.249 -0.20
O 2.451 4.491 0.165 -0.36
O 1.921 3.339 2.308 -0.34
```

energy above the lowest of the compared OMol25 structures with the same formula, charge and spin: 0.0 kcal/mol
gap between HOMO and LUMO: 8.4 eV
E_tot: -3638.109670 hartree
total charge: +3
HOMO energy: -16.997 eV
molecular weight: 679.4 g mol⁻¹
LUMO level: -0.3159 Eh



No. 2
A structure of composition C17H48GeN6O2PPtSe at a distorted geometry. Source: OMol25; level of theory: ωB97M-V/def2-TZVPD.

Geometry as XYZ:
```
77
Properties=species:S:1:pos:R:3:lowdin_charge:R:1
Pt 0.126 -0.070 -0.124 1.07
C 1.212 -0.589 -3.299 -0.18
C 1.076 -1.775 -2.320 -0.17
N -0.080 -1.658 -1.376 -0.17
C -1.383 -1.607 -2.121 -0.13
C -2.339 -0.628 -1.470 -0.15
N -1.618 0.609 -1.073 -0.21
C -1.442 1.627 -2.139 -0.16
C -0.467 1.247 -3.253 -0.19
N 0.792 0.696 -2.759 -0.08
H 0.669 -0.815 -4.220 0.12
H 2.264 -0.548 -3.583 0.13
H 1.968 -1.872 -1.710 0.05
H 0.949 -2.696 -2.894 0.14
H -0.074 -2.476 -0.770 0.09
H -1.815 -2.605 -2.173 0.15
H -1.161 -1.305 -3.138 0.10
H -2.758 -1.058 -0.560 0.13
H -3.163 -0.409 -2.153 0.14
H -2.132 1.068 -0.324 0.08
H -1.090 2.524 -1.628 0.11
H -2.416 1.855 -2.584 0.13
H -0.297 2.151 -3.842 0.13
H -0.936 0.544 -3.943 0.12
H 1.532 1.377 -2.831 0.12
C 0.053 -4.922 2.884 -0.21
Ge 1.749 -4.459 3.729 0.78
C 2.687 -5.963 4.513 -0.20
C 1.540 -2.996 4.996 -0.20
C 2.950 -3.872 2.212 -0.48
Se 2.363 -2.675 0.787 1.19
C 4.127 -2.140 0.187 -0.25
H -0.622 -5.360 3.618 0.03
H 0.196 -5.652 2.087 0.03
H -0.437 -4.036 2.472 0.01
H 2.082 -6.391 5.311 0.04
H 3.639 -5.647 4.939 0.04
H 2.875 -6.742 3.775 0.03
H 0.999 -3.362 5.870 0.04
H 0.971 -2.174 4.577 -0.02
H 2.507 -2.622 5.335 0.04
H 3.129 -4.768 1.609 0.04
H 3.898 -3.492 2.590 0.03
H 4.793 -2.086 1.043 0.04
H 4.016 -1.176 -0.295 0.04
H 4.486 -2.894 -0.513 0.06
N -4.308 3.300 3.477 0.15
C -2.844 2.933 3.515 -0.15
P -2.103 3.463 1.887 0.44
O -3.261 4.172 1.228 -0.35
O -1.369 2.325 1.275 -0.35
C -0.940 4.882 2.228 -0.15
N -1.384 6.016 1.339 0.15
H -4.590 3.899 4.253 0.17
H -4.915 2.480 3.492 0.17
H -4.447 3.805 2.572 0.12
H -2.748 1.856 3.624 0.11
H -2.383 3.405 4.380 0.11
H 0.093 4.628 2.006 0.10
H -1.001 5.223 3.259 0.11
H -1.334 6.927 1.797 0.18
H -2.367 5.796 1.066 0.13
H -0.830 6.074 0.484 0.17
C 3.261 -0.328 2.771 -0.04
C 2.026 0.066 1.979 -0.73
C 0.796 0.072 2.893 -0.06
C 2.208 1.474 1.383 -0.05
N 1.808 -0.769 0.778 -0.40
H 3.391 0.342 3.621 0.11
H 4.162 -0.268 2.162 0.09
H 3.158 -1.340 3.170 0.06
H 0.929 0.777 3.717 0.10
H 0.629 -0.916 3.311 0.05
H -0.109 0.368 2.346 0.04
H 2.387 2.189 2.188 0.10
H 1.301 1.815 0.851 0.05
H 3.046 1.505 0.689 0.09
```

energy above the lowest of the compared OMol25 structures with the same formula, charge and spin: 0.0 kcal/mol
gap between HOMO and LUMO: 7.7 eV
E_tot: -6093.660989 hartree
total charge: +3
HOMO energy: -15.653 eV
molecular weight: 746.2 g mol⁻¹
LUMO level: -0.2929 Eh



No. 3
A structure of composition C17H48N4O5 at a distorted geometry. Source: OMol25; level of theory: ωB97M-V/def2-TZVPD.

Geometry as XYZ:
```
74
Properties=species:S:1:pos:R:3:lowdin_charge:R:1
C 3.360 3.486 0.869 -0.05
C 2.261 4.606 0.818 -0.39
C 0.959 4.098 0.175 -0.20
O 1.151 3.694 -1.174 -0.15
C 0.280 2.677 -1.661 -0.11
N 2.171 5.082 2.221 0.02
H 4.110 3.804 1.594 0.07
H 3.935 3.499 -0.056 0.07
H 2.968 2.496 1.103 0.06
H 2.665 5.428 0.227 0.13
H 0.120 4.792 0.224 0.12
H 0.674 3.232 0.772 0.11
H 0.770 1.706 -1.579 0.05
H 0.152 2.866 -2.727 0.08
H -0.686 2.712 -1.158 0.11
H 1.644 4.485 2.841 0.06
H 1.584 5.902 2.170 0.06
C -4.990 -0.470 1.987 -0.06
C -4.112 -1.530 1.311 -0.47
C -2.660 -1.101 1.270 -0.16
O -1.942 -2.050 0.468 -0.12
C -0.686 -1.479 0.059 -0.34
N -4.315 -2.796 1.962 0.05
H -6.019 -0.769 1.786 0.07
H -4.733 0.483 1.524 0.08
H -4.915 -0.389 3.071 0.08
H -4.467 -1.523 0.281 0.13
H -2.280 -1.006 2.287 0.14
H -2.565 -0.100 0.849 0.13
H -0.701 -0.576 -0.552 0.02
H -0.260 -2.341 -0.455 0.06
H -0.087 -1.299 0.952 0.04
H -5.305 -2.984 2.026 0.07
H -3.923 -3.532 1.392 0.07
C -0.068 -3.588 1.567 -0.02
C 1.023 -2.729 0.949 -0.49
C 1.745 -1.884 2.054 -0.12
O 0.835 -0.910 2.658 -0.23
C 1.532 -0.099 3.518 -0.13
N 1.930 -3.645 0.303 0.05
H -0.901 -2.950 1.863 0.08
H 0.187 -4.177 2.448 0.10
H -0.553 -4.192 0.800 0.10
H 0.672 -2.143 0.100 0.03
H 2.589 -1.472 1.501 0.13
H 2.044 -2.646 2.774 0.13
H 2.290 0.427 2.938 0.08
H 2.019 -0.627 4.339 0.09
H 0.876 0.641 3.976 0.10
H 2.466 -4.122 1.014 0.07
H 1.432 -4.403 -0.142 0.07
C -0.572 -1.371 -1.925 -0.05
C 0.572 -0.781 -2.732 -0.30
C 0.084 0.355 -3.619 -0.20
O -0.713 -0.191 -4.648 -0.18
C -0.813 0.638 -5.825 -0.08
N 1.550 -0.245 -1.816 0.04
H -1.049 -0.632 -1.283 0.07
H -0.213 -2.210 -1.330 0.06
H -1.383 -1.740 -2.554 0.13
H 0.925 -1.540 -3.429 0.15
H 0.953 0.719 -4.168 0.13
H -0.409 1.187 -3.115 0.10
H -1.009 0.033 -6.711 0.09
H 0.091 1.174 -6.116 0.08
H -1.602 1.338 -5.551 0.09
H 2.340 0.038 -2.379 0.14
H 1.919 -0.973 -1.222 0.12
C 0.963 0.166 0.482 -0.15
O 0.155 0.802 -0.468 -0.24
H 0.709 0.754 1.364 0.12
H 0.674 -0.874 0.630 -0.02
H 2.003 0.264 0.169 0.11
H 0.552 0.507 -1.290 -0.08
```

energy above the lowest of the compared OMol25 structures with the same formula, charge and spin: 489.8 kcal/mol
gap between HOMO and LUMO: 8.1 eV
E_tot: -1270.868661 hartree
HOMO energy: -7.449 eV
molecular weight: 388.6 g mol⁻¹
LUMO level: 0.0247 Eh